15
Properties=species:S:1:pos:R:3 method="wB97M-V/def2-TZVPD" de_lowest_kj_mol=613.1 orbital_gap_ev=10.455 lumo_energy_ha=0.0319
H -0.89 1.38 -0.01
N -1.94 1.45 0.30
C -2.32 0.32 -0.07
N -1.66 -0.83 -0.61
O -0.35 -0.51 -0.68
C 0.37 -0.60 0.49
C 1.89 -0.15 0.35
C 2.24 0.83 -0.65
H -3.39 -0.13 -0.17
H -1.62 -1.68 0.05
H -0.19 0.01 1.17
H 0.36 -1.58 0.73
H 2.62 -0.63 1.06
H 1.44 1.33 -1.28
H 3.44 0.81 -0.69